Record 1
C29H35CrF5N4P2 as an isolated structure at a distorted geometry, computed with ωB97M-V/def2-TZVPD.

Each line ends with the Löwdin spin population.
CARTESIAN COORDINATES (ANGSTROEM)
1 Cr 3.930 -2.076 1.809  4.1710
2 C 0.382 -4.586 -1.543  0.0003
3 C 0.758 -3.308 -1.677  0.0003
4 C 0.040 -2.057 -1.269  0.0002
5 C 0.035 -1.663 0.218  0.0046
6 C -0.783 -2.518 1.155  0.0001
7 C -1.384 -3.675 0.921  0.0006
8 C -1.953 -4.158 -0.389  0.0001
9 C -0.975 -5.096 -1.155  0.0001
10 C 2.661 -3.383 2.895  -0.1140
11 H 1.108 -5.353 -1.827  0.0000
12 H 1.772 -3.140 -2.064  0.0000
13 H -0.988 -2.026 -1.646  0.0001
14 H 0.582 -1.250 -1.778  0.0000
15 H 1.082 -1.633 0.568  0.0076
16 H -0.310 -0.620 0.338  0.0000
17 H -0.601 -2.229 2.206  0.0001
18 H -1.515 -4.330 1.784  0.0000
19 H -2.206 -3.307 -1.029  0.0000
20 H -2.900 -4.692 -0.197  0.0000
21 H -0.879 -6.057 -0.626  0.0000
22 H -1.446 -5.343 -2.113  0.0000
23 H 2.279 -4.319 2.434  -0.0007
24 H 1.779 -2.878 3.327  -0.0054
25 H 3.294 -3.710 3.738  0.0013
26 P -0.730 1.687 1.656  0.0001
27 P 0.661 1.751 -1.694  0.0001
28 N -2.395 1.391 2.230  0.0000
29 N -0.553 3.119 2.724  0.0000
30 N -0.714 1.563 -2.833  0.0000
31 N 1.550 2.809 -2.803  0.0000
32 C -1.305 2.637 0.162  0.0000
33 C -0.135 3.108 -0.712  0.0000
34 C -2.744 0.245 2.954  0.0000
35 C -4.102 0.291 3.247  0.0000
36 C -4.610 1.516 2.710  0.0000
37 C -3.544 2.175 2.110  0.0000
38 C 0.417 3.160 3.734  0.0000
39 C 0.353 4.387 4.382  0.0000
40 C -0.702 5.140 3.765  0.0000
41 C -1.250 4.332 2.766  0.0000
42 C -1.125 0.314 -3.324  0.0000
43 C -2.380 0.445 -3.917  0.0000
44 C -2.735 1.822 -3.833  0.0000
45 C -1.706 2.493 -3.182  0.0000
46 C 1.141 3.578 -3.904  0.0000
47 C 2.185 4.433 -4.264  0.0000
48 C 3.259 4.193 -3.343  0.0000
49 C 2.850 3.219 -2.456  0.0000
50 H -1.885 3.525 0.459  0.0000
51 H -1.997 1.966 -0.374  0.0000
52 H -0.475 3.909 -1.380  0.0000
53 H 0.666 3.538 -0.093  0.0000
54 H -1.993 -0.499 3.178  0.0000
55 H -4.665 -0.480 3.761  0.0000
56 H -5.632 1.867 2.739  0.0000
57 H -3.528 3.128 1.592  0.0000
58 H 1.074 2.314 3.885  0.0000
59 H 0.997 4.727 5.185  0.0000
60 H -1.003 6.145 3.992  0.0000
61 H -2.055 4.564 2.086  0.0000
62 H -0.483 -0.544 -3.261  0.0000
63 H -2.961 -0.358 -4.342  0.0000
64 H -3.641 2.281 -4.209  0.0000
65 H -1.602 3.546 -2.990  0.0000
66 H 0.174 3.463 -4.356  0.0000
67 H 2.170 5.135 -5.071  0.0000
68 H 4.217 4.694 -3.337  0.0000
69 H 3.343 2.763 -1.611  0.0000
70 F 4.813 -3.254 -0.718  -0.0027
71 C 4.233 -3.789 0.442  -0.0642
72 F 3.117 -4.525 -0.001  -0.0058
73 C 5.185 -4.871 0.938  -0.0025
74 F 5.562 -5.671 -0.099  -0.0033
75 F 6.300 -4.293 1.467  0.0099
76 F 4.619 -5.680 1.864  0.0017

* frontier orbital gap (alpha / beta): 6.95 / 6.76 eV
* HOMO level (alpha / beta): -8.358 / -8.358 eV
* ⟨S²⟩: 6.125
* 2S+1: 5


Record 2
A 9-piece molecular cluster, C29H35F4N5O10 overall at a distorted geometry, computed with ωB97M-V/def2-TZVPD.

Each line ends with the Mulliken charge.
CARTESIAN COORDINATES (ANGSTROEM)
1 C -14.888 -0.387 17.261  -0.3354
2 N -14.299 -1.310 16.235  1.1947
3 O -14.728 -2.459 16.157  -0.5437
4 O -13.494 -0.865 15.470  -0.4334
5 H -14.034 0.062 17.853  -0.1461
6 H -15.546 -0.960 17.878  -0.0973
7 H -15.413 0.364 16.703  0.3768
8 C -10.796 -2.220 16.329  -0.5831
9 N -10.096 -1.267 15.431  1.0385
10 O -10.326 -1.330 14.245  -0.5478
11 O -9.246 -0.564 15.910  -0.5752
12 H -11.617 -2.607 15.796  0.2019
13 H -11.150 -1.668 17.245  0.0459
14 H -10.124 -3.018 16.673  0.3713
15 C -11.169 2.716 15.770  -0.8541
16 N -12.268 2.009 16.529  0.9325
17 O -11.926 1.088 17.238  -0.4822
18 O -13.397 2.376 16.269  -0.4825
19 H -10.521 1.968 15.312  0.2728
20 H -10.543 3.229 16.481  0.2994
21 H -11.753 3.374 15.130  0.3232
22 C -16.756 -4.506 17.582  -0.4210
23 N -18.090 -4.515 18.284  1.0400
24 O -19.108 -4.178 17.791  -0.5819
25 O -18.069 -4.858 19.464  -0.6118
26 H -16.893 -4.394 16.509  0.2872
27 H -16.221 -5.435 17.810  0.3286
28 H -16.201 -3.669 17.977  -0.0660
29 C -19.851 -0.745 17.565  -0.8900
30 N -18.419 -0.975 17.363  0.9383
31 O -17.869 -0.400 16.438  -0.4750
32 O -17.873 -1.693 18.192  -0.4448
33 H -20.261 -1.635 18.044  0.3077
34 H -20.214 -0.521 16.583  0.3453
35 H -20.032 0.101 18.227  0.2437
36 F -14.469 3.200 18.766  -0.4006
37 C -15.628 2.565 19.178  0.6817
38 C -16.807 3.154 18.797  -0.6619
39 C -17.958 2.539 19.182  -0.2995
40 C -17.893 1.413 19.981  -0.6923
41 C -16.691 0.792 20.295  -0.2725
42 C -15.513 1.415 19.897  -0.4888
43 H -16.858 4.050 18.226  0.5125
44 H -18.909 3.081 18.922  0.3211
45 H -18.785 0.919 20.432  0.4247
46 H -16.662 -0.115 20.899  0.4376
47 H -14.511 1.013 19.988  0.4664
48 F -14.792 -2.008 20.125  -0.1967
49 C -13.794 -2.970 20.006  0.3297
50 C -14.070 -4.262 20.196  -0.2246
51 C -13.057 -5.217 20.289  -0.6194
52 C -11.763 -4.853 20.057  -0.6177
53 C -11.455 -3.508 19.712  -0.4984
54 C -12.482 -2.545 19.783  -0.3576
55 H -15.105 -4.558 20.389  0.4942
56 H -13.398 -6.221 20.443  0.4114
57 H -10.911 -5.492 20.201  0.3850
58 H -10.432 -3.147 19.605  0.4967
59 H -12.350 -1.489 19.524  0.4340
60 F -17.049 1.134 9.446  -0.3230
61 C -16.583 1.123 10.701  0.4348
62 C -16.990 0.164 11.652  -0.7012
63 C -16.471 0.318 12.968  -0.1683
64 C -15.493 1.264 13.268  -0.0960
65 C -15.124 2.169 12.274  -0.5095
66 C -15.702 2.124 11.018  -0.4603
67 H -17.685 -0.646 11.353  0.4121
68 H -16.701 -0.507 13.667  0.3870
69 H -14.989 1.275 14.245  0.2698
70 H -14.453 3.013 12.532  0.3226
71 H -15.353 2.814 10.275  0.4200
72 F -12.487 -4.072 9.061  -0.3382
73 C -13.081 -3.727 10.263  0.6395
74 C -12.489 -2.692 10.950  -0.7621
75 C -13.146 -2.264 12.076  0.0372
76 C -14.303 -2.822 12.491  -0.2862
77 C -14.799 -3.917 11.774  -0.4920
78 C -14.223 -4.355 10.611  -0.6296
79 H -11.567 -2.175 10.652  0.3884
80 H -12.789 -1.373 12.591  0.2997
81 H -14.706 -2.424 13.428  0.3208
82 H -15.738 -4.351 12.130  0.3418
83 H -14.524 -5.148 9.948  0.4514

* frontier orbital gap: 8.80 eV
* HOMO level: -8.966 eV
* energy relative to the best compared isomer or geometry (same formula, charge and spin): 0.000 eV
* 2S+1: 1
* SMILES: C[N+](=O)[O-].C[N+](=O)[O-].C[N+](=O)[O-].C[N+](=O)[O-].C[N+](=O)[O-].Fc1ccccc1.Fc1ccccc1.Fc1ccccc1.Fc1ccccc1


Number 1: energy -3571.3837 Ha. Number 2: energy -2551.1801 Ha.